161
Properties=species:S:1:pos:R:3 method="wB97M-V/def2-TZVPD" homo_ev=-10.641 total_energy_ev=-150901.1765 gap_ev=9.20 charge=+1
C -18.68 7.53 -10.81
H -17.72 4.07 -7.32
C -26.98 11.54 -16.43
H -23.59 2.76 -12.21
H -21.97 2.19 -11.94
H -26.74 10.49 -14.43
H -17.05 6.89 -17.74
H -26.50 13.77 -10.08
H -20.93 4.20 -13.04
H -22.22 6.17 -13.38
H -25.31 13.78 -11.44
C -22.38 9.81 -6.13
H -20.03 12.37 -17.57
N -23.98 6.40 -18.24
C -21.39 9.52 -8.27
H -17.72 9.95 -12.73
H -27.13 12.20 -14.34
H -23.36 12.61 -11.28
H -25.38 11.11 -8.62
H -22.51 14.00 -15.22
C -26.61 11.44 -14.89
O -19.11 5.31 -11.54
O -21.63 12.17 -15.53
O -22.16 6.54 -10.75
C -19.00 7.22 -16.95
C -24.93 8.39 -11.92
N -22.43 9.20 -7.48
H -20.09 14.78 -18.38
H -23.67 11.40 -16.67
O -20.53 10.31 -7.90
C -17.26 10.72 -15.25
H -25.01 8.04 -19.27
H -21.01 12.16 -8.90
C -16.69 10.25 -13.03
H -25.65 7.05 -14.08
C -20.55 15.53 -14.75
C -22.46 3.82 -10.71
C -20.40 13.05 -8.92
H -19.43 3.70 -9.75
H -26.79 8.42 -10.23
C -21.60 13.37 -15.30
N -24.72 12.66 -9.79
H -19.97 15.87 -13.90
O -17.82 9.63 -15.43
C -20.20 13.44 -10.38
O -20.92 5.23 -16.51
C -18.27 11.86 -9.35
H -22.64 5.26 -19.45
H -19.32 12.38 -15.12
H -25.01 14.70 -9.84
H -25.76 11.11 -18.24
H -18.66 5.48 -14.03
Cs -21.36 9.63 -13.35
H -15.87 12.88 -14.97
H -18.21 10.78 -9.14
H -18.74 8.26 -16.51
C -18.90 6.02 -10.59
H -25.89 12.74 -8.07
H -16.61 13.18 -13.31
F -18.11 7.73 -12.00
C -25.39 13.81 -10.36
O -23.95 8.29 -12.66
N -26.15 7.82 -12.12
C -19.19 13.52 -15.07
C -17.79 6.34 -17.17
C -19.92 12.61 -18.61
H -26.10 9.69 -17.14
H -23.76 5.24 -13.43
H -24.26 8.24 -7.48
H -18.32 2.48 -7.86
H -17.18 11.49 -15.99
H -20.87 12.33 -19.09
S -20.04 6.17 -15.83
H -23.80 8.43 -18.00
C -24.50 10.85 -16.30
H -28.06 8.01 -11.23
H -20.20 16.08 -15.61
S -19.12 12.13 -10.92
H -23.38 9.78 -5.69
C -27.04 7.68 -10.95
H -26.81 12.63 -16.66
O -20.62 7.05 -14.84
H -26.16 5.95 -12.76
F -17.29 10.48 -20.92
O -22.86 11.40 -9.70
H -21.15 13.43 -10.90
O -24.46 5.64 -10.97
H -21.29 8.87 -9.22
H -24.42 5.22 -19.90
C -16.07 12.52 -13.95
C -25.12 12.13 -8.48
H -19.72 14.45 -10.44
H -16.18 10.77 -12.21
F -19.89 8.11 -10.90
H -23.77 5.20 -16.62
H -23.89 4.32 -18.52
O -24.19 7.25 -16.15
C -23.24 7.97 -7.66
H -27.40 6.92 -13.54
H -18.14 5.49 -17.78
O -18.78 5.64 -9.33
H -18.89 12.33 -7.38
H -27.98 11.23 -16.64
H -17.11 3.49 -8.87
C -17.96 3.49 -8.23
O -24.24 11.13 -13.67
C -24.02 7.72 -18.84
O -18.85 11.71 -19.16
H -23.16 7.77 -19.59
H -16.93 6.73 -15.31
H -19.30 14.21 -19.96
C -23.99 6.30 -16.90
F -17.96 8.17 -9.90
H -16.23 9.31 -13.26
C -19.34 10.61 -19.76
H -22.95 7.11 -7.08
F -17.52 9.38 -19.06
H -21.45 4.00 -10.42
O -24.82 13.17 -14.99
C -22.77 5.27 -12.96
C -22.52 3.08 -12.03
F -18.63 8.73 -20.80
N -20.50 14.07 -14.94
H -27.01 6.67 -10.62
C -17.38 5.90 -15.79
H -21.73 9.32 -5.46
N -16.64 11.14 -14.12
H -24.28 12.12 -7.79
C -23.58 12.19 -10.32
H -18.42 14.10 -18.42
H -16.59 5.16 -15.90
C -18.14 9.78 -20.13
H -21.98 10.83 -6.23
H -18.77 13.83 -16.05
H -18.54 13.83 -14.27
H -15.07 12.42 -13.53
C -22.04 3.99 -13.07
H -20.81 13.87 -8.39
O -20.45 10.24 -19.93
O -18.17 12.54 -11.91
H -18.45 13.77 -8.34
S -23.05 5.50 -11.25
C -18.63 5.32 -15.16
H -17.31 12.24 -9.48
H -19.62 7.41 -17.87
C -19.39 14.02 -18.88
S -24.91 11.74 -14.78
H -22.22 3.58 -14.11
C -25.82 10.78 -17.16
C -23.68 5.27 -19.10
H -24.85 8.92 -10.97
H -18.70 4.26 -15.41
C -19.00 12.80 -8.34
O -19.98 11.08 -11.30
H -24.23 9.82 -16.01
H -19.90 4.52 -8.20
C -26.36 6.87 -13.24
H -23.19 7.87 -8.78
H -23.05 3.49 -9.88
H -21.61 15.81 -14.56
C -19.12 4.26 -8.92

***

47
Properties=species:S:1:pos:R:3 method="wB97M-V/def2-TZVPD" homo_ev="-17.145 / -17.132" total_energy_ev=-73170.2535 gap_ev="8.58 / 8.17" charge=+3 spin_multiplicity=5
C -2.22 -3.81 0.52
C -1.33 -1.68 2.00
H 5.21 0.12 -1.36
H -0.28 2.75 -1.99
C -1.82 -2.62 -0.06
H 2.34 -3.62 -0.15
H 3.79 -3.55 -0.86
H 3.84 -0.43 -3.17
C 3.36 0.11 -2.36
H 2.67 -4.64 -1.42
C -0.19 1.74 2.35
N 2.80 -3.69 -1.06
H -0.07 3.03 4.06
C -0.01 3.12 -1.01
H 4.87 1.57 -2.08
H 1.15 5.85 0.59
H 2.72 0.88 -2.78
C -0.68 1.03 4.56
C 0.61 3.98 1.50
C -2.15 -3.92 1.90
C -0.27 2.04 3.69
C 2.30 -2.65 -2.02
H 0.53 5.07 -1.71
N -0.17 2.28 0.02
O 1.06 -0.43 -1.02
C 0.45 4.42 -0.85
N 4.47 0.78 -1.57
O 3.36 -1.21 -0.05
H -1.38 -0.99 4.74
H 4.14 1.11 -0.66
H 1.27 -2.88 -2.29
H -2.60 -4.61 -0.10
P 2.45 -1.00 -1.20
N -1.37 -1.58 0.66
C -0.91 -0.44 2.71
N -0.47 0.52 1.90
H 2.91 -2.72 -2.92
H -0.78 1.24 5.62
H -1.64 -2.92 3.73
C -1.70 -2.85 2.65
H -1.87 -2.48 -1.13
C 0.78 4.85 0.42
C -1.02 -0.22 4.08
C 0.12 2.71 1.26
H -2.46 -4.84 2.39
Fe -0.59 0.22 -0.15
H 0.86 4.30 2.50

***

14
Properties=species:S:1:pos:R:3 method="wB97M-V/def2-TZVPD" homo_ev=-8.395 total_energy_ev=-21115.0134 gap_ev=8.75 charge=0 de_lowest_kj_mol=466.6
O 0.11 -2.97 -0.27
S 0.78 -0.57 -1.80
C -0.13 -1.84 0.52
H -1.24 -1.91 0.89
N -1.50 2.03 1.69
H -0.22 3.60 1.08
C -0.40 2.47 0.93
H -2.08 2.78 2.32
H 0.60 -1.71 1.40
H 0.91 -3.00 -0.90
O 0.06 0.52 0.56
H -1.84 1.11 1.70
C 0.21 -0.47 -0.20
N 0.34 1.80 0.10

***

11
Properties=species:S:1:pos:R:3 method="wB97M-V/def2-TZVPD" homo_ev=-9.994 total_energy_ev=-6185.8629 gap_ev=10.32 charge=0 de_lowest_kj_mol=258.8 smiles="CC1(C)N=N1"
N 0.20 -1.73 -0.63
H 1.09 1.16 -0.97
C 0.06 -0.24 1.24
C -0.24 -0.41 -0.21
H 1.03 0.26 1.39
H 0.11 -1.19 1.77
H -0.57 0.58 1.68
H -0.10 0.77 -2.12
H -0.56 1.58 -0.65
N -1.07 -1.60 -0.46
C 0.06 0.81 -1.03

***

56
Properties=species:S:1:pos:R:3 method="wB97M-V/def2-TZVPD" homo_ev="-14.014 / -15.600" total_energy_ev=-60385.3844 gap_ev="7.96 / 5.40" charge=+2 de_lowest_kj_mol=166.8 spin_multiplicity=6
H -3.53 -3.56 1.03
C -1.53 1.72 -2.51
P 1.92 -1.55 -0.12
C -1.19 -0.89 -3.63
F 0.82 3.96 0.43
C -2.10 -2.37 -1.82
C 1.95 -3.24 -0.94
H 3.27 0.40 -0.60
C 1.06 -5.21 0.38
H 2.03 -0.94 2.20
C -2.34 -1.58 -2.99
F 2.16 3.52 2.12
H 1.70 1.53 -2.48
H -3.87 -0.90 -4.38
P -0.37 0.26 -2.34
H -5.76 -1.74 -2.95
H -1.50 -0.32 -4.52
H 3.31 -0.74 -1.95
H 0.92 1.53 -4.10
H 1.78 0.07 -3.53
C -0.01 -5.76 1.13
H -2.27 -2.21 0.38
C -4.49 -2.57 -1.40
C 1.14 0.91 -3.21
H 1.83 -3.06 -2.02
C -2.74 -3.24 0.35
H -0.39 -1.60 -3.92
C 1.73 3.07 0.93
C -4.70 -1.90 -2.64
C 2.24 -1.86 1.64
H -1.54 2.16 -3.53
C 1.09 1.62 1.00
H 4.28 -1.05 -0.50
H -2.13 -5.71 1.64
O 0.87 1.07 2.11
O -2.63 0.77 0.62
Ir -0.34 -0.91 -0.36
C -3.13 -2.72 -0.93
H -2.55 1.43 -2.25
H 1.56 -2.63 2.01
C -1.53 -4.06 0.33
C 3.32 -0.66 -0.86
H 2.04 -5.64 0.42
O 0.86 1.20 -0.17
H 2.92 -3.70 -0.75
H -5.31 -3.02 -0.86
C -1.28 -5.24 1.10
N -0.76 -2.58 -1.41
H -1.20 2.50 -1.80
C 0.83 -4.07 -0.41
H 3.27 -2.18 1.82
H 0.21 -6.63 1.78
C -1.71 0.13 0.30
C -3.66 -1.44 -3.39
F 2.80 3.05 0.08
C -0.49 -3.65 -0.57

***

83
Properties=species:S:1:pos:R:3 method="wB97M-V/def2-TZVPD" homo_ev="-11.238 / -11.234" total_energy_ev=-74912.3297 gap_ev="3.97 / 3.98" charge=+2
C -3.69 -2.52 -1.02
H -4.29 -2.44 -3.05
C 3.28 -1.05 0.15
O -1.57 -0.51 0.94
H -5.53 -3.04 -1.94
C -2.05 2.99 -4.48
C -2.47 4.75 -2.28
C 6.40 -0.79 2.91
C 6.62 -1.64 1.82
C -1.68 3.61 -2.16
H -0.63 -3.28 4.93
H -2.76 -0.63 -1.69
C 1.60 -0.92 -4.15
C 0.00 3.29 1.11
C 3.46 -2.51 -5.40
H 2.51 -1.89 -7.22
H -3.67 5.86 -3.65
C -0.91 3.08 -1.05
H 4.26 -2.95 -3.45
C 2.50 -1.80 -6.15
C -1.48 2.75 -3.24
C 0.22 4.04 2.34
C 5.21 -0.09 3.06
N 2.48 1.30 2.65
H -1.02 5.80 2.19
N 0.78 2.16 1.15
N -0.08 0.75 -3.56
Ce 0.23 0.28 0.02
N -0.79 3.68 0.13
C 0.14 5.71 4.00
H 7.18 -0.68 3.65
C -2.89 -1.38 -0.93
H -2.61 5.42 -1.45
C 2.35 -1.27 -2.01
C -2.76 -3.09 5.14
C -3.99 -2.68 3.11
C 1.52 2.15 2.32
H 5.82 -2.46 -0.02
N 2.36 -0.23 0.77
H -2.75 -3.25 6.20
N 1.25 -0.46 -1.92
H -4.89 -2.88 5.04
C 1.56 -0.99 -5.53
H 2.34 3.25 4.89
H -0.66 -2.96 2.47
C 5.65 -1.82 0.84
C 1.15 3.33 3.09
C -1.57 -3.10 4.42
C -2.84 4.12 -4.60
C 3.51 -2.42 -4.02
H 5.05 0.57 3.89
C -0.59 1.69 -2.79
H 7.56 -2.16 1.73
N -3.65 -3.15 0.17
C -1.57 -2.92 3.05
C 0.82 -0.15 -3.20
C -2.36 -1.39 0.36
H -5.05 -4.69 0.07
H 1.40 5.40 5.71
N 3.22 -1.57 -1.06
H 4.18 -3.12 -5.92
C -3.05 4.99 -3.51
H -3.34 -5.21 -0.11
N -2.79 -2.49 1.00
N -0.30 1.91 -1.46
C 1.61 3.80 4.31
H -3.98 -4.74 1.49
H 0.84 -0.44 -6.10
C -0.30 5.24 2.78
C 1.08 5.00 4.76
C -3.96 -2.89 4.48
H -4.92 -2.49 2.59
H -3.31 4.35 -5.54
H -0.24 6.65 4.39
H -4.18 -4.08 -2.40
C -2.79 -2.71 2.42
C 4.24 -0.29 2.09
H -1.88 2.33 -5.32
C -4.03 -4.54 0.42
C 4.46 -1.14 1.00
C -4.47 -3.05 -2.16
C 2.56 -1.62 -3.41
C 2.94 0.32 1.90